[1]
{"formula": "C30H51BrN4P2W", "method": "wB97M-V/def2-TZVPD", "gap_ev": [6.165, 5.039], "relative_energy_ev": 3.492, "total_charge": 4, "homo_energy_ev": [-19.60, -19.58], "lumo_ev": [-13.44, -14.54], "multiplicity": 3, "s2": 2.07, "symbols": ["C", "C", "C", "C", "N", "C", "C", "C", "C", "C", "C", "C", "C", "C", "W", "P", "H", "H", "H", "H", "H", "H", "H", "H", "C", "C", "H", "H", "H", "H", "H", "C", "C", "H", "H", "H", "H", "H", "C", "C", "H", "H", "H", "H", "H", "Br", "P", "C", "C", "H", "H", "H", "H", "H", "C", "C", "H", "H", "H", "H", "H", "C", "C", "H", "H", "H", "H", "H", "C", "N", "C", "C", "N", "N", "C", "C", "H", "H", "H", "H", "H", "H", "H", "H", "H", "H", "H", "H", "H"], "xyz": [[-0.39, 0.41, 4.10], [-1.04, -0.45, 3.19], [-2.25, -1.06, 3.58], [-2.81, -0.72, 4.82], [-2.20, 0.12, 5.66], [-1.03, 0.68, 5.33], [-0.51, -0.70, 1.87], [-0.61, -1.81, 1.01], [-0.09, -3.10, 1.16], [0.61, -3.70, 0.06], [2.00, -3.73, 0.22], [2.40, -3.23, 1.47], [1.69, -3.48, 2.66], [0.32, -3.44, 2.50], [0.52, -0.25, 0.13], [-0.91, 1.87, 0.47], [-2.74, -1.78, 2.93], [0.59, 0.81, 3.89], [-3.76, -1.17, 5.14], [-0.56, 1.34, 6.05], [-0.38, -3.49, 3.31], [0.12, -3.99, -0.87], [2.21, -3.61, 3.61], [2.70, -4.10, -0.52], [-0.98, 3.08, -0.93], [-2.25, 3.93, -1.09], [-0.81, 2.50, -1.86], [-0.10, 3.74, -0.84], [-2.18, 4.52, -2.01], [-3.16, 3.32, -1.16], [-2.38, 4.64, -0.26], [-2.69, 1.41, 0.80], [-3.50, 2.28, 1.76], [-2.66, 0.38, 1.18], [-3.19, 1.35, -0.18], [-4.51, 1.86, 1.86], [-3.06, 2.29, 2.77], [-3.62, 3.32, 1.41], [-0.44, 2.92, 1.92], [-0.88, 4.39, 1.91], [0.65, 2.87, 2.01], [-0.81, 2.41, 2.82], [-0.44, 4.90, 2.78], [-0.53, 4.91, 1.01], [-1.97, 4.50, 1.99], [3.88, -1.91, 1.63], [-1.21, -1.05, -1.83], [-2.47, 0.12, -2.51], [-2.96, -0.10, -3.94], [-2.03, 1.13, -2.42], [-3.33, 0.09, -1.82], [-3.67, 0.70, -4.20], [-2.15, -0.06, -4.67], [-3.51, -1.04, -4.06], [-0.18, -1.57, -3.28], [-0.66, -2.76, -4.11], [0.81, -1.78, -2.86], [-0.05, -0.68, -3.92], [0.08, -2.97, -4.90], [-0.75, -3.67, -3.51], [-1.61, -2.57, -4.62], [-2.26, -2.47, -1.29], [-3.41, -2.97, -2.16], [-2.64, -2.17, -0.30], [-1.57, -3.30, -1.07], [-3.87, -3.83, -1.65], [-4.20, -2.22, -2.28], [-3.07, -3.33, -3.13], [4.75, -1.64, -1.78], [4.72, -0.33, -1.12], [6.02, 0.30, -0.98], [3.55, 0.20, -0.72], [2.42, -0.56, -0.72], [3.39, 1.46, -0.28], [4.42, 2.45, -0.03], [2.01, 1.80, 0.03], [5.78, -1.82, -2.09], [4.12, -1.66, -2.69], [4.46, -2.46, -1.11], [6.09, 1.18, -1.64], [6.25, 0.56, 0.06], [6.77, -0.43, -1.31], [2.68, -1.53, -0.91], [3.91, 3.35, 0.34], [5.12, 2.15, 0.76], [4.95, 2.73, -0.95], [1.39, 1.50, -0.87], [1.77, 1.33, 1.04], [1.91, 2.88, 0.17]], "mulliken_spin": [0.032, 0.077, 0.024, -0.013, 0.032, -0.012, -0.036, -0.064, 0.111, 0.123, 0.012, 0.198, 0.028, 0.088, 1.226, -0.003, 0.000, -0.004, 0.000, 0.000, -0.004, 0.004, 0.003, 0.007, -0.007, -0.001, 0.003, 0.000, 0.000, 0.000, 0.000, 0.010, 0.003, -0.004, 0.000, 0.000, 0.000, 0.001, -0.014, -0.001, 0.001, 0.001, 0.001, 0.000, 0.000, 0.055, -0.003, 0.004, -0.002, 0.004, 0.002, 0.000, 0.000, 0.001, -0.017, 0.000, 0.007, 0.002, 0.000, 0.000, 0.000, -0.003, -0.001, 0.006, 0.017, 0.000, 0.000, 0.000, 0.001, 0.016, -0.002, 0.013, 0.051, 0.000, 0.002, 0.032, 0.000, 0.000, 0.001, 0.001, 0.001, 0.000, 0.006, 0.000, -0.001, 0.000, 0.010, -0.022, 0.000]}

***

[2]
{"formula": "C30H51N2O2P2Re", "method": "wB97M-V/def2-TZVPD", "gap_ev": [7.868, 5.759], "total_charge": 3, "homo_energy_ev": [-17.04, -18.56], "lumo_ev": [-9.17, -12.80], "multiplicity": 4, "s2": 3.80, "symbols": ["C", "C", "C", "C", "C", "H", "H", "H", "N", "P", "P", "C", "H", "H", "C", "O", "C", "H", "C", "C", "C", "C", "C", "H", "H", "H", "C", "H", "H", "H", "C", "H", "H", "H", "C", "H", "H", "H", "C", "H", "H", "H", "C", "H", "H", "H", "C", "H", "H", "H", "C", "H", "H", "H", "C", "H", "H", "H", "C", "H", "H", "H", "C", "H", "H", "H", "C", "H", "H", "H", "Re", "N", "C", "C", "C", "C", "C", "H", "H", "H", "H", "H", "H", "H", "H", "H", "O", "C"], "xyz": [[0.74, 2.49, 0.67], [-0.21, 2.54, -1.50], [1.33, 3.73, 0.48], [0.28, 3.87, -1.67], [1.05, 4.45, -0.69], [1.97, 4.12, 1.28], [0.05, 4.35, -2.62], [1.45, 5.45, -0.80], [-0.01, 1.93, -0.29], [-0.54, 0.58, 2.33], [-1.02, 0.01, -2.34], [0.92, 1.70, 1.95], [1.82, 1.07, 1.87], [1.09, 2.39, 2.78], [-1.46, -1.92, -0.03], [-1.77, -3.05, -0.09], [-0.81, 1.78, -2.52], [-1.09, 2.31, -3.43], [0.53, -0.68, -3.30], [-2.57, -0.39, -3.40], [0.09, -0.70, 3.62], [-1.68, 1.88, 3.17], [0.69, -2.16, -2.96], [-0.15, -2.77, -3.34], [1.61, -2.54, -3.41], [0.76, -2.31, -1.87], [0.41, -0.49, -4.82], [-0.38, -1.09, -5.28], [0.27, 0.57, -5.09], [1.36, -0.81, -5.28], [1.78, 0.09, -2.87], [2.67, -0.35, -3.35], [1.73, 1.15, -3.17], [1.93, 0.05, -1.79], [-2.58, -1.89, -3.72], [-2.46, -2.50, -2.81], [-3.57, -2.14, -4.16], [-1.82, -2.18, -4.46], [-3.86, -0.05, -2.63], [-4.04, -0.75, -1.81], [-3.83, 0.98, -2.24], [-4.71, -0.12, -3.33], [-2.62, 0.46, -4.68], [-1.78, 0.29, -5.36], [-3.54, 0.19, -5.22], [-2.66, 1.53, -4.44], [-2.98, 1.20, 3.60], [-3.60, 1.96, 4.12], [-3.56, 0.83, 2.74], [-2.81, 0.37, 4.30], [-2.00, 3.01, 2.17], [-1.14, 3.66, 2.00], [-2.36, 2.63, 1.21], [-2.81, 3.63, 2.59], [-1.03, 2.55, 4.40], [-1.61, 3.46, 4.62], [-1.09, 1.92, 5.29], [0.01, 2.85, 4.23], [1.62, -0.79, 3.55], [2.11, 0.14, 3.89], [1.96, -1.61, 4.19], [1.95, -1.01, 2.53], [-0.51, -2.07, 3.25], [-0.15, -2.42, 2.28], [-0.21, -2.80, 4.02], [-1.61, -2.02, 3.22], [-0.28, -0.39, 5.08], [0.24, 0.50, 5.45], [-1.35, -0.29, 5.24], [0.07, -1.23, 5.70], [-0.93, -0.08, 0.02], [1.18, -0.85, 0.30], [2.08, -1.59, 0.14], [3.38, -2.33, 0.15], [4.25, -1.78, -0.98], [4.10, -2.13, 1.48], [3.08, -3.82, -0.06], [3.77, -1.94, -1.96], [4.40, -0.70, -0.84], [5.23, -2.26, -0.99], [3.53, -2.59, 2.30], [5.09, -2.60, 1.45], [4.24, -1.06, 1.69], [4.01, -4.41, -0.05], [2.43, -4.19, 0.74], [2.57, -3.98, -1.02], [-3.89, 0.72, 0.36], [-2.75, 0.43, 0.23]], "mulliken_spin": [0.004, 0.035, 0.148, 0.195, -0.016, -0.002, -0.001, 0.004, 0.071, 0.026, 0.035, 0.030, 0.009, 0.002, -0.145, 0.149, 0.440, -0.045, 0.032, 0.061, -0.023, 0.005, 0.011, -0.002, 0.005, -0.008, 0.025, 0.002, -0.003, 0.003, 0.046, 0.001, -0.014, -0.011, 0.004, -0.001, 0.002, 0.000, 0.010, 0.001, 0.003, 0.001, 0.000, 0.002, 0.003, -0.003, 0.002, 0.001, -0.001, 0.000, 0.007, 0.002, -0.005, 0.001, 0.002, -0.001, 0.000, 0.001, 0.006, 0.000, 0.002, -0.001, 0.018, -0.013, 0.000, 0.005, 0.004, 0.000, 0.001, 0.002, 1.737, 0.032, 0.016, 0.004, 0.003, 0.003, 0.001, -0.001, 0.000, 0.000, 0.000, 0.000, 0.000, 0.000, 0.000, 0.000, 0.114, -0.034]}

***

What did we get for total energy? Answer: -128297.6331; -59694.8464 eV, in the order shown.